Entry 1:
Entry from OMol25: C29H43Cl7ErN3O4Si as an isolated structure at a distorted geometry (ωB97M-V/def2-TZVPD).

Each line ends with the Löwdin spin population.
Atoms and positions in Å:
C  -4.21  1.72  -2.00  0.0000
C  -4.74  0.31  -2.03  0.0000
H  -4.18  2.10  -3.03  0.0000
H  -3.20  1.77  -1.56  0.0000
H  -4.88  2.38  -1.41  0.0000
C  -5.78  -0.06  -2.80  0.0000
C  -6.43  0.78  -3.84  0.0000
H  -6.23  -1.05  -2.67  0.0000
H  -5.70  1.27  -4.51  0.0000
H  -7.07  1.56  -3.40  0.0000
H  -7.05  0.11  -4.45  0.0000
Er  1.39  1.80  0.72  3.0221
Cl  -1.14  1.56  0.86  -0.0052
C  0.93  -0.91  2.48  0.0001
O  1.49  -0.20  1.59  -0.0036
N  1.15  -2.22  2.55  0.0002
C  2.00  -2.86  1.54  0.0000
C  0.35  -3.07  3.44  0.0000
H  0.25  -0.46  3.21  0.0000
H  2.93  -2.28  1.42  0.0000
H  1.48  -2.91  0.57  0.0000
H  2.23  -3.86  1.89  0.0000
H  0.09  -2.51  4.34  0.0000
H  0.95  -3.95  3.71  0.0000
H  -0.57  -3.42  2.94  0.0000
H  6.51  0.09  2.06  0.0000
H  7.23  2.51  3.12  0.0000
C  6.37  0.68  1.14  0.0000
C  7.01  2.86  2.11  0.0000
N  5.97  2.05  1.47  0.0003
H  5.61  0.21  0.51  0.0000
C  4.75  2.56  1.29  0.0002
O  3.75  1.92  0.85  -0.0026
H  6.64  3.88  2.17  0.0000
H  4.67  3.63  1.57  0.0000
H  7.33  0.73  0.61  0.0000
H  7.93  2.83  1.52  0.0000
H  2.56  4.16  -3.50  0.0000
H  0.23  2.32  -2.76  0.0000
C  2.80  3.24  -4.04  -0.0001
C  0.79  1.86  -3.58  0.0000
N  2.21  2.09  -3.36  -0.0004
H  3.89  3.11  -4.09  0.0000
C  2.78  1.69  -2.21  -0.0001
O  2.19  1.05  -1.30  -0.0023
H  0.58  0.79  -3.65  0.0000
H  3.81  2.05  -2.06  0.0000
H  2.40  3.30  -5.05  0.0000
H  0.52  2.36  -4.51  0.0000
O  -2.68  -0.66  -1.38  0.0000
C  -4.07  -0.68  -1.10  0.0000
C  -4.64  -2.89  -2.27  0.0000
C  -4.69  -2.08  -1.13  0.0000
H  -4.20  -2.49  -3.17  0.0000
C  -5.19  -4.18  -2.22  0.0000
H  -4.22  -0.27  -0.09  0.0000
C  -5.36  -2.51  0.02  0.0000
H  -5.14  -4.80  -3.11  0.0000
C  -5.81  -4.63  -1.05  0.0000
C  -5.93  -3.78  0.05  0.0000
H  -5.45  -1.80  0.85  0.0000
H  -6.23  -5.63  -1.02  0.0000
H  -6.48  -4.10  0.94  0.0000
Si  -1.43  -1.77  -1.26  0.0000
Cl  0.94  3.91  -1.02  -0.0035
C  -1.43  -2.80  -2.81  0.0000
C  -1.67  -2.83  0.27  0.0000
C  0.18  -0.87  -1.16  0.0001
H  -2.19  -3.59  -2.82  0.0000
H  -0.44  -3.28  -2.90  0.0000
H  -1.59  -2.18  -3.70  0.0000
H  0.14  0.06  -1.74  0.0000
H  1.04  -1.46  -1.48  0.0000
H  0.33  -0.59  -0.11  0.0001
H  -2.61  -3.40  0.23  0.0000
H  -1.71  -2.20  1.17  0.0000
H  -0.85  -3.56  0.38  0.0000
Cl  0.76  3.95  2.61  -0.0014
C  1.75  3.09  3.76  0.0000
C  2.33  1.92  3.36  -0.0030
C  3.19  1.23  4.18  -0.0004
Cl  4.04  -0.17  3.63  -0.0001
C  3.39  1.69  5.51  -0.0001
Cl  4.40  0.81  6.57  -0.0001
C  2.77  2.88  5.96  0.0001
Cl  3.00  3.42  7.55  0.0000
C  1.94  3.60  5.07  -0.0001
Cl  1.19  5.07  5.54  -0.0001

Properties
Kohn-Sham gap (spin up / spin down) (hartree): 0.298 / 0.299
Charge: 0
Spin multiplicity: 4
Strongest force on any atom (eV/A): 2.62
HOMO level (spin up / spin down) (eV): -7.96 / -7.96

Entry 2:
Entry from OMol25: C29H43F5N6O5S2Sb2TeW as an isolated structure (ωB97M-V/def2-TZVPD).

Each line ends with the Löwdin spin population.
Atoms and positions in Å:
W  0.34  -1.00  0.35  0.8056
O  -4.13  -3.84  -2.28  0.0000
C  -3.71  -2.83  -3.01  0.0000
O  -4.01  -2.68  -4.17  0.0001
C  -2.81  -1.82  -2.36  0.0006
C  -2.32  -0.70  -3.01  0.0022
N  -1.51  -0.05  -2.15  0.0017
N  -1.51  -0.65  -0.94  0.0006
C  -2.26  -1.74  -1.08  0.0014
C  -2.19  -2.65  0.08  0.0015
O  -2.90  -3.62  0.22  0.0004
O  -1.28  -2.26  0.94  0.0019
H  -3.80  -3.83  -1.35  0.0000
H  -2.51  -0.36  -4.01  0.0002
H  -1.20  0.90  -2.22  0.0001
C  -1.73  -1.53  3.93  0.0113
Sb  -1.44  -0.01  2.47  0.0164
C  -3.40  0.26  1.72  0.0030
C  -1.12  1.71  3.78  0.0090
C  -2.24  2.70  3.66  0.0653
C  -3.42  2.46  4.35  -0.0105
C  -4.54  3.26  4.18  0.0808
C  -4.50  4.33  3.29  -0.0100
C  -3.32  4.61  2.63  0.0664
C  -2.16  3.84  2.82  0.0300
C  -0.94  4.26  2.19  0.4208
Sb  -0.18  2.48  0.38  0.1386
C  -1.56  3.05  -1.16  0.0071
C  1.47  3.63  -0.33  -0.0003
H  -0.87  -1.58  4.60  0.0002
H  -1.85  -2.48  3.41  0.0007
H  -2.62  -1.32  4.52  0.0000
H  -4.05  0.67  2.49  -0.0005
H  -3.77  -0.70  1.39  0.0002
H  -3.36  0.95  0.88  0.0009
H  -0.13  2.11  3.57  0.0005
H  -1.11  1.28  4.78  0.0022
H  -3.47  1.62  5.03  -0.0019
H  -5.44  3.05  4.74  0.0046
H  -5.37  4.96  3.15  -0.0020
H  -3.26  5.47  1.97  0.0023
H  -0.01  4.11  2.73  0.0142
H  -0.97  5.19  1.63  0.0241
H  -1.93  4.04  -0.91  0.0030
H  -2.42  2.37  -1.18  0.0009
H  -1.08  3.10  -2.14  -0.0010
H  1.18  4.68  -0.37  0.0026
H  1.75  3.28  -1.32  -0.0014
H  2.31  3.52  0.34  0.0004
S  1.09  1.92  -3.77  0.0000
C  2.00  1.80  -5.29  0.0002
N  1.64  0.94  -6.21  0.0000
C  2.43  0.70  -7.44  0.0000
C  3.85  1.18  -7.23  0.0000
C  3.85  2.59  -6.67  0.0000
N  3.02  2.62  -5.46  -0.0001
H  0.94  0.26  -5.95  0.0000
H  1.94  1.22  -8.26  0.0000
H  2.39  -0.37  -7.64  0.0000
H  4.38  1.16  -8.18  0.0000
H  4.37  0.51  -6.53  0.0000
H  3.45  3.30  -7.39  0.0000
H  4.85  2.91  -6.39  0.0000
H  3.27  3.21  -4.68  0.0000
F  3.18  0.90  -1.99  0.0017
Te  1.86  -0.21  -2.87  0.0069
F  0.31  -2.34  -1.03  0.0557
F  3.27  -0.45  -4.10  0.0033
F  0.79  -0.91  -4.39  0.0016
F  2.19  -1.17  -0.20  0.0260
O  0.61  0.69  -0.51  0.1668
S  3.75  1.29  2.66  0.0012
C  2.87  0.40  3.82  0.0005
C  1.80  -0.18  3.24  0.0007
N  1.66  0.08  1.89  0.0052
C  2.65  0.84  1.47  0.0045
H  3.18  0.34  4.86  0.0000
H  1.10  -0.83  3.74  0.0000
H  2.77  1.10  0.43  0.0002
C  2.64  -4.68  3.91  0.0006
C  1.70  -4.88  2.72  0.0023
C  0.37  -5.52  3.17  0.0006
C  2.37  -5.72  1.62  0.0016
C  1.38  -3.57  2.14  0.0181
N  1.10  -2.56  1.68  0.0076
H  2.87  -5.65  4.34  0.0001
H  2.17  -4.07  4.69  0.0000
H  3.57  -4.21  3.61  0.0000
H  0.58  -6.51  3.55  0.0001
H  -0.33  -5.61  2.33  0.0000
H  -0.10  -4.94  3.96  0.0000
H  2.61  -6.70  2.04  0.0002
H  3.28  -5.25  1.27  0.0000
H  1.69  -5.87  0.78  0.0000

Properties
Kohn-Sham gap (spin up / spin down) (hartree): 0.225 / 0.249
Charge: +2
ΔE to the lowest compared entry with this formula, charge and spin (kcal/mol): 4.3
Spin multiplicity: 3
Strongest force on any atom (eV/A): 0.98
HOMO level (spin up / spin down) (eV): -12.01 / -13.06

Entry 3:
Entry from OMol25: C29H43IN12O5S as an isolated structure at a distorted geometry (ωB97M-V/def2-TZVPD).

Each line ends with the Löwdin charge.
Atoms and positions in Å:
O  -0.33  -3.19  -1.43  -0.2292
S  -0.34  -3.31  -2.85  0.5543
O  0.82  -3.76  -3.54  -0.2151
O  -0.81  -1.93  -3.48  -0.2584
C  -2.23  -1.80  -3.28  -0.7144
I  -2.69  -0.47  -1.71  0.9879
C  -2.75  -3.25  -3.08  -0.3494
C  -3.98  -3.61  -3.89  -0.0876
C  -5.20  -3.27  -3.07  -0.3588
C  -6.54  -3.12  -3.86  0.0079
O  -5.72  -2.03  -3.06  -0.0922
O  -1.61  -4.12  -3.30  -0.1348
H  -2.61  -1.36  -4.20  0.0547
H  -3.02  -3.33  -2.02  0.1218
H  -4.01  -4.67  -4.13  0.1300
H  -4.07  -2.99  -4.78  0.1005
H  -5.30  -3.79  -2.10  0.1576
H  -7.05  -3.72  -3.07  0.0798
H  -7.44  -2.55  -4.05  0.1179
C  3.10  -2.03  -1.31  -0.0568
C  3.50  -0.70  -0.91  -0.2576
N  3.83  0.35  -0.56  0.1308
H  3.67  -2.79  -0.78  0.0905
H  2.04  -2.19  -1.10  0.0636
H  3.26  -2.18  -2.38  0.0850
C  1.15  -3.10  -6.82  -0.0616
C  0.34  -3.08  -8.03  -0.2855
N  -0.30  -3.06  -8.98  0.1178
H  1.96  -3.83  -6.90  0.0503
H  1.60  -2.13  -6.63  0.0876
H  0.55  -3.37  -5.95  0.0557
C  2.34  -7.21  -8.50  -0.0653
C  3.22  -6.29  -7.78  -0.2816
N  3.90  -5.56  -7.22  0.1308
H  2.59  -7.21  -9.56  0.0840
H  2.46  -8.22  -8.11  0.0831
H  1.31  -6.90  -8.39  0.0828
C  -1.56  0.58  -7.02  -0.0505
C  -2.84  0.00  -6.63  -0.2482
N  -3.83  -0.47  -6.31  0.1658
H  -1.61  1.67  -6.97  0.0864
H  -0.77  0.23  -6.35  0.0801
H  -1.31  0.28  -8.04  0.0852
C  2.46  1.43  2.37  -0.0669
C  1.40  2.42  2.49  -0.2698
N  0.55  3.18  2.61  0.1322
H  2.66  1.20  1.32  0.0334
H  3.38  1.78  2.82  0.0736
H  2.17  0.50  2.86  0.0859
C  -1.26  2.31  5.21  -0.0782
C  -2.41  1.45  5.45  -0.2717
N  -3.29  0.75  5.65  0.1285
H  -1.43  3.31  5.58  0.0885
H  -0.36  1.91  5.69  0.0398
H  -1.06  2.38  4.14  0.0402
C  -5.22  -1.90  4.44  -0.0831
C  -5.49  -2.55  3.16  -0.2887
N  -5.69  -3.05  2.16  0.1137
H  -5.07  -2.65  5.22  0.0815
H  -4.34  -1.28  4.39  0.0440
H  -6.06  -1.27  4.73  0.0819
C  -5.85  -2.54  -7.99  -0.0811
C  -5.45  -3.73  -7.26  -0.2759
N  -5.14  -4.64  -6.64  0.1472
H  -6.76  -2.73  -8.56  0.0796
H  -6.03  -1.73  -7.29  0.0602
H  -5.06  -2.23  -8.67  0.0787
C  4.45  3.72  5.71  -0.0728
C  3.22  2.99  5.91  -0.2593
N  2.24  2.41  6.07  0.1471
H  4.36  4.76  6.03  0.0362
H  5.26  3.26  6.27  0.0872
H  4.73  3.73  4.66  0.0825
C  0.66  -0.89  7.11  -0.0737
C  1.36  -1.95  6.40  -0.2858
N  1.90  -2.79  5.83  0.1204
H  1.35  -0.07  7.33  0.0627
H  -0.15  -0.49  6.50  0.0630
H  0.23  -1.26  8.04  0.0827
C  5.93  8.08  7.62  -0.0930
C  5.61  7.35  6.40  -0.2580
N  5.37  6.78  5.44  0.1353
H  5.96  7.41  8.48  0.0847
H  6.89  8.57  7.54  0.0605
H  5.17  8.85  7.81  0.0719
C  5.54  12.15  9.92  -0.0638
C  6.46  11.04  9.69  -0.2626
N  7.18  10.17  9.50  0.1434
H  5.65  12.51  10.95  0.0849
H  5.77  12.97  9.24  0.0850
H  4.51  11.84  9.77  0.0828

Properties
Kohn-Sham gap (hartree): 0.346
Charge: 0
ΔE to the lowest compared entry with this formula, charge and spin (kcal/mol): 0.0
Strongest force on any atom (eV/A): 3.81
HOMO level (eV): -9.18

Entry 4:
Entry from OMol25: a 3-piece molecular cluster, C29H43N3O2 overall at a distorted geometry (ωB97M-V/def2-TZVPD).

Each line ends with the Löwdin charge.
Atoms and positions in Å:
C  4.64  0.66  -2.54  -0.0198
C  5.04  2.04  -2.03  -0.3656
C  6.36  2.16  -1.29  -0.0300
N  4.33  3.09  -2.22  0.1223
C  2.97  3.03  -1.79  -0.2669
C  2.70  3.35  -0.49  -0.0034
C  1.41  3.30  -0.01  0.0035
C  0.41  2.92  -0.85  -0.1066
C  0.65  2.62  -2.17  -0.0870
C  1.93  2.68  -2.63  0.0440
C  -0.52  2.20  -3.03  -0.2520
O  -0.69  2.58  -4.17  0.1285
C  -1.50  1.31  -2.30  -0.0949
C  -2.14  0.26  -2.89  -0.0148
C  -2.99  -0.56  -2.18  -0.0754
C  -3.18  -0.26  -0.85  -0.0718
C  -2.58  0.82  -0.25  -0.0085
C  -1.74  1.61  -0.97  -0.0915
C  -1.02  2.80  -0.38  -0.2733
O  -1.54  3.59  0.37  0.1170
H  4.06  0.13  -1.78  0.0920
H  4.05  0.81  -3.45  0.0738
H  5.51  0.07  -2.83  0.0756
H  6.18  2.15  -0.22  0.0879
H  6.84  3.11  -1.54  0.0847
H  7.02  1.36  -1.63  0.0693
H  3.49  3.64  0.20  0.1219
H  1.15  3.55  1.02  0.1186
H  2.18  2.43  -3.66  0.1323
H  -1.95  0.07  -3.94  0.1291
H  -3.48  -1.42  -2.61  0.1142
H  -3.83  -0.90  -0.25  0.1131
H  -2.77  1.01  0.80  0.1199
C  -0.87  -3.50  -1.40  -0.0788
C  -1.54  -4.80  -1.79  -0.2711
N  -1.81  -4.92  -3.21  -0.1989
C  -2.65  -6.06  -3.54  -0.2510
C  -2.10  -7.47  -3.28  -0.0880
C  -0.66  -4.72  -4.09  -0.2481
C  0.54  -5.65  -3.92  -0.0836
H  -1.47  -2.64  -1.69  0.0497
H  -0.74  -3.46  -0.32  0.0773
H  0.13  -3.40  -1.84  0.0672
H  -2.50  -4.85  -1.26  0.1176
H  -0.93  -5.64  -1.41  0.0992
H  -2.94  -5.99  -4.59  0.1114
H  -3.58  -5.95  -2.98  0.1081
H  -1.38  -7.77  -4.03  0.0544
H  -2.92  -8.19  -3.32  0.0702
H  -1.64  -7.56  -2.29  0.0653
H  -0.32  -3.69  -3.96  0.0978
H  -1.00  -4.76  -5.12  0.1143
H  0.78  -5.83  -2.87  0.0675
H  1.43  -5.20  -4.38  0.0709
H  0.39  -6.61  -4.41  0.0539
C  -0.16  4.76  6.84  -0.0916
C  -0.27  4.13  5.46  -0.2736
N  0.11  2.73  5.41  -0.1976
C  0.22  2.22  4.06  -0.2428
C  -1.05  2.15  3.21  -0.0817
C  -0.56  1.86  6.36  -0.2478
C  -2.09  1.76  6.29  -0.0840
H  0.86  4.69  7.22  0.0787
H  -0.43  5.82  6.78  0.0727
H  -0.84  4.30  7.56  0.0629
H  0.39  4.69  4.79  0.1180
H  -1.30  4.29  5.08  0.1009
H  0.67  1.22  4.09  0.1131
H  0.95  2.84  3.52  0.1010
H  -1.69  1.31  3.49  0.0588
H  -0.78  1.99  2.16  0.0429
H  -1.64  3.06  3.25  0.0751
H  -0.29  2.18  7.37  0.0986
H  -0.13  0.86  6.27  0.1134
H  -2.56  2.74  6.13  0.0681
H  -2.48  1.36  7.23  0.0706
H  -2.41  1.09  5.50  0.0526

Properties
Kohn-Sham gap (hartree): 0.286
Charge: 0
SMILES: CC(C)=Nc1ccc2c(c1)C(=O)c1ccccc1C2=O.CCN(CC)CC.CCN(CC)CC
Strongest force on any atom (eV/A): 2.41
HOMO level (eV): -8.11

Question: strongest force on any atom of number 4 (C29H43N3O2)?
Answer: 2.41 eV/A